No. 1
Density functional theory data (ωB97M-V with the def2-TZVPD basis set) for a 2-piece molecular cluster, C5H3F3N2S overall in a non-equilibrium geometry.

Results
LUMO energy (spin up / spin down) = -2.917 / -2.922 eV
Net charge = 0
Energy above the lowest of the compared OMol25 structures with the same formula, charge and spin = 12.9 kcal/mol

```
14
Properties=species:S:1:pos:R:3:nbo_charge:R:1
C -0.84 -0.87 1.22 0.1992
C 0.90 -0.93 -0.49 0.2027
C -1.55 -1.33 -1.03 -0.6118
C -0.44 -0.83 -0.11 -0.0400
C 1.33 2.17 0.49 0.8342
N -1.22 -0.81 2.30 -0.1862
N 2.00 -1.19 -0.73 -0.2105
F 1.43 1.64 1.76 -0.3450
F 2.41 1.75 -0.13 -0.3039
F 1.36 3.48 0.68 -0.3054
S -0.25 1.68 -0.30 0.0099
H -1.27 -2.44 -1.06 0.2533
H -1.40 -1.07 -2.04 0.2558
H -2.47 -1.25 -0.56 0.2479
```

---

No. 2
Density functional theory data (ωB97M-V with the def2-TZVPD basis set) for C9H12N2S2 in the gas phase in a non-equilibrium geometry.

Results
LUMO energy (spin up / spin down) = 0.367 / -2.984 eV
Multiplicity = 3
Net charge = 0

```
25
Properties=species:S:1:pos:R:3:nbo_charge:R:1
C 1.38 -1.67 -0.15 -0.1293
C 0.11 -1.56 0.39 -0.2297
C 1.00 -2.59 0.94 -0.3378
C 2.68 0.51 0.03 -0.2405
C -3.41 0.08 -0.01 -0.5698
C -2.77 1.31 0.35 -0.5988
C 1.79 -0.48 -0.89 -0.2838
C 0.46 0.34 -1.06 -0.0446
C -0.68 -0.44 -0.09 -0.3929
N 1.74 1.51 0.56 -0.4532
N 0.77 1.70 -0.41 -0.4569
S -2.21 -0.86 -1.03 0.2204
S -1.21 0.84 1.12 0.6494
H 0.77 -3.75 0.77 0.1879
H 1.48 -2.39 1.83 0.1762
H 3.23 0.08 0.87 0.2058
H 3.39 1.05 -0.50 0.1764
H -3.60 -0.69 0.82 0.2323
H -4.27 0.02 -0.65 0.2537
H -2.68 2.04 -0.44 0.2624
H -3.17 1.83 1.23 0.2437
H 2.33 -0.52 -1.82 0.2145
H 0.22 0.52 -2.12 0.2180
H 1.38 1.03 1.46 0.3442
H 1.28 2.09 -1.20 0.3524
```

---

No. 3
Density functional theory data (ωB97M-V with the def2-TZVPD basis set) for C4H6NOS as an isolated structure in a non-equilibrium geometry.

Results
LUMO energy = -5.376 eV
Net charge = +1
Energy above the lowest of the compared OMol25 structures with the same formula, charge and spin = 55.1 kcal/mol

```
13
Properties=species:S:1:pos:R:3:nbo_charge:R:1
C 1.39 -0.82 1.14 0.2341
C -0.14 -0.68 -0.82 0.3148
C 1.36 -0.58 2.61 -0.1410
C -0.49 0.54 -1.57 -0.7030
N 0.61 -0.68 0.18 -0.3451
O 2.69 -0.98 2.91 -0.6089
S 3.18 -1.33 1.35 0.6895
H -0.58 -1.62 -1.14 0.2365
H 1.21 0.48 2.86 0.2534
H 0.63 -1.18 3.16 0.2522
H -1.01 0.30 -2.49 0.2643
H -1.14 1.17 -0.96 0.2825
H 0.40 1.14 -1.78 0.2707
```

---

No. 4
Density functional theory data (ωB97M-V with the def2-TZVPD basis set) for C37H35BrF6GaO2P2Se as an isolated structure.

Results
LUMO energy (spin up / spin down) = 0.091 / -2.010 eV
Multiplicity = 2
Net charge = 0
Energy above the lowest of the compared OMol25 structures with the same formula, charge and spin = 0.0 kcal/mol

```
85
Properties=species:S:1:pos:R:3:mulliken_charge:R:1
Ga 0.74 -1.38 0.58 0.7334
C -0.50 -4.41 -1.78 -1.3391
C -1.96 -4.28 -1.41 1.0800
C -2.80 -5.36 -1.64 -0.8186
C -4.16 -5.30 -1.34 -0.7692
C -4.69 -4.15 -0.79 -0.8511
C -3.87 -3.06 -0.55 -1.3863
C -2.51 -3.12 -0.85 0.8674
P -1.45 -1.68 -0.53 1.0056
C -2.53 -0.45 0.26 0.8464
C -2.69 -0.73 1.62 -0.3144
C -3.49 0.06 2.43 -0.7428
C -4.12 1.17 1.87 -0.8968
C -3.95 1.46 0.53 -0.8466
C -3.17 0.66 -0.31 0.3583
C -3.07 1.03 -1.76 -0.8514
C -0.82 -1.22 -2.17 1.2969
C -1.58 -1.46 -3.32 -0.7989
C -1.05 -1.27 -4.58 -0.9801
C 0.28 -0.86 -4.70 -0.8397
C 1.05 -0.65 -3.58 -0.3807
C 0.52 -0.82 -2.29 -0.4902
C 1.42 -0.58 -1.10 -0.3863
H -0.20 -5.45 -1.76 0.5048
H 0.14 -3.87 -1.08 0.0483
H -0.32 -4.01 -2.78 0.2538
H -2.39 -6.27 -2.05 0.4611
H -4.79 -6.16 -1.52 0.3862
H -5.74 -4.09 -0.55 0.4422
H -4.28 -2.16 -0.11 0.4554
H -2.18 -1.58 2.06 0.4316
H -3.61 -0.18 3.48 0.4871
H -4.73 1.81 2.49 0.3795
H -4.44 2.32 0.11 0.4024
H -3.63 1.95 -1.95 0.5085
H -3.47 0.25 -2.40 0.2413
H -2.03 1.20 -2.06 -0.0845
H -2.60 -1.81 -3.21 0.5158
H -1.65 -1.45 -5.46 0.4384
H 0.71 -0.72 -5.68 0.4172
H 2.08 -0.35 -3.68 0.4851
H 1.48 0.49 -0.89 -0.4007
H 2.43 -0.91 -1.32 0.8085
F 1.18 -3.24 0.87 -0.4403
P 0.52 -4.24 2.25 1.3884
F -0.08 -5.07 3.44 -0.3510
F -0.80 -4.38 1.35 -0.2555
F -0.06 -2.83 2.79 -0.3327
F 1.16 -5.48 1.50 -0.3600
F 1.89 -3.94 2.98 -0.3434
Br 2.64 3.71 7.07 -0.1791
C 2.21 2.49 5.69 0.1468
C 3.18 1.61 5.24 -0.6842
C 2.87 0.73 4.22 -0.1214
C 1.59 0.74 3.66 -0.3071
C 0.62 1.62 4.13 0.1907
C 0.93 2.50 5.15 -0.7426
C 1.28 -0.14 2.52 0.6794
O 2.15 -0.89 2.01 -0.7384
O 0.12 -0.14 1.99 -0.1446
H 4.17 1.62 5.68 0.4498
H 3.60 0.04 3.83 0.5100
H -0.36 1.62 3.68 0.4518
H 0.19 3.20 5.53 0.4547
C 5.11 4.47 -2.32 -1.5235
C 3.82 4.07 -1.66 0.6742
C 2.74 3.63 -2.42 -1.2832
C 1.54 3.26 -1.84 1.2849
C 0.41 2.81 -2.72 -1.2741
C 1.41 3.33 -0.43 0.3087
Se -0.17 2.77 0.39 0.2050
C 2.50 3.79 0.35 0.9307
C 2.41 3.90 1.85 -1.3135
C 3.68 4.15 -0.28 -1.1483
H 5.10 4.27 -3.38 0.3470
H 5.95 3.94 -1.87 0.3534
H 5.30 5.54 -2.18 0.3428
H 2.84 3.58 -3.50 0.2709
H 0.71 2.86 -3.77 0.3332
H -0.47 3.44 -2.58 0.4247
H 0.11 1.79 -2.49 -0.0794
H 2.28 2.93 2.31 0.0754
H 1.56 4.51 2.15 0.3486
H 3.32 4.35 2.25 0.4049
H 4.51 4.50 0.32 0.3684
```

---

No. 5
Density functional theory data (ωB97M-V with the def2-TZVPD basis set) for C25H23N3O3 in the gas phase in a non-equilibrium geometry.

Results
LUMO energy = 0.238 eV
Net charge = 0
Energy above the lowest of the compared OMol25 structures with the same formula, charge and spin = 121.5 kcal/mol

```
54
Properties=species:S:1:pos:R:3:nbo_charge:R:1
C -2.20 2.05 -6.12 -0.2525
O -0.96 2.64 -5.74 -0.4963
C -0.64 2.77 -4.43 0.3347
C 0.66 3.25 -4.13 -0.2674
C 1.07 3.34 -2.82 -0.2080
C 0.21 2.95 -1.80 0.1266
N 0.63 3.04 -0.46 -0.3142
C 0.41 2.18 0.58 0.4262
C -0.22 0.81 0.56 0.3289
C 0.27 -0.31 1.32 -0.4098
C -0.37 -1.62 1.36 -0.1260
C -0.56 -2.16 2.81 0.0775
C -1.81 -2.59 3.32 -0.2261
C -1.88 -3.15 4.60 -0.2074
C -0.76 -3.27 5.41 -0.2266
C 0.44 -2.74 4.95 -0.2037
C 0.52 -2.13 3.68 -0.2487
O -1.29 0.65 -0.08 -0.7088
N 1.01 2.76 1.65 -0.3063
C 1.00 2.26 3.02 -0.4127
C 1.70 3.92 1.29 -0.0572
C 1.43 4.10 -0.02 -0.0512
C -1.10 2.57 -2.08 -0.1621
C -1.55 2.49 -3.38 -0.3025
H -2.18 2.02 -7.21 0.2040
H -2.28 1.03 -5.71 0.1898
H -3.03 2.66 -5.76 0.1789
H 1.28 3.51 -4.98 0.2314
H 2.07 3.71 -2.62 0.2145
H 1.15 -0.10 1.91 0.1607
H -1.29 -1.66 0.79 0.2815
H -2.72 -2.47 2.73 0.2310
H -2.83 -3.55 4.97 0.2137
H -0.80 -3.77 6.37 0.2136
H 1.35 -2.82 5.55 0.2074
H 1.46 -1.64 3.39 0.2066
H 1.11 3.12 3.69 0.2113
H 0.05 1.74 3.25 0.2585
H 1.86 1.58 3.20 0.2186
H 2.31 4.47 2.00 0.2404
H 1.74 4.91 -0.63 0.2410
H -1.77 2.33 -1.26 0.2741
H -2.59 2.19 -3.56 0.2333
N 0.21 -2.64 0.23 -0.3970
C -0.61 -3.25 -0.72 0.6019
O -1.84 -3.10 -0.76 -0.6459
C 0.01 -4.12 -1.77 -0.2936
C 1.34 -4.44 -1.74 -0.1749
C 2.10 -3.92 -0.65 -0.3465
C 1.48 -3.10 0.31 0.0743
H -0.67 -4.50 -2.55 0.2266
H 1.82 -5.05 -2.55 0.2166
H 3.18 -4.13 -0.57 0.2164
H 2.11 -2.80 1.15 0.2051
```

---

No. 6
Density functional theory data (ωB97M-V with the def2-TZVPD basis set) for C35H33ClN4PbS2Si2 as an isolated structure in a non-equilibrium geometry.

Results
LUMO energy (spin up / spin down) = -0.097 / -0.097 eV
Net charge = 0
Energy above the lowest of the compared OMol25 structures with the same formula, charge and spin = 52.7 kcal/mol

```
78
Properties=species:S:1:pos:R:3:mulliken_charge:R:1
C -1.80 3.42 3.62 -0.3482
C -0.82 2.49 4.03 -0.9786
C 0.24 2.53 3.09 -0.6300
H -0.84 1.94 4.96 0.5651
C -0.09 3.48 2.10 -0.4435
C -1.37 4.02 2.41 -1.0128
H -1.88 4.82 1.88 0.5455
H -2.67 3.72 4.20 0.5340
H 1.19 2.03 3.20 0.7585
H 0.57 3.83 1.32 0.5245
Pb -2.31 1.57 1.30 0.9390
Si 0.77 -2.19 -2.97 0.6923
C 0.87 -4.05 -2.75 0.2691
C 0.51 -5.09 -3.62 -0.6335
H 0.05 -4.87 -4.58 0.3700
C 0.80 -6.41 -3.27 -0.4200
H 0.62 -7.23 -3.98 0.3620
C 1.31 -6.75 -2.00 -0.6341
H 1.52 -7.79 -1.73 0.3535
C 1.62 -5.70 -1.12 -0.6262
H 1.98 -5.92 -0.12 0.4517
C 1.50 -4.38 -1.53 -0.2205
H 1.91 -3.58 -0.90 0.5907
C 2.09 -1.75 -4.25 0.7596
C 3.29 -2.48 -4.11 -0.5702
H 3.30 -3.42 -3.56 0.2675
C 4.47 -1.99 -4.67 -0.5361
H 5.39 -2.51 -4.47 0.3802
C 4.45 -0.84 -5.48 -0.5726
H 5.40 -0.46 -5.89 0.3542
C 3.22 -0.21 -5.72 -0.3077
H 3.22 0.66 -6.37 0.3755
C 2.03 -0.68 -5.16 -0.7045
H 1.08 -0.23 -5.43 0.3541
H 1.25 -1.40 -1.77 -0.1678
Si 0.14 -0.30 -0.35 -0.8923
C 1.56 0.82 -0.54 1.3946
C 2.84 0.42 -0.08 -0.4270
H 3.02 -0.62 0.25 0.3594
C 3.87 1.36 -0.04 -0.4708
H 4.83 1.05 0.38 0.3682
C 3.70 2.68 -0.44 -0.6707
H 4.52 3.40 -0.37 0.3905
C 2.48 3.04 -1.00 -0.3396
H 2.34 4.06 -1.34 0.3830
C 1.43 2.13 -1.08 -0.7044
H 0.49 2.41 -1.58 0.1786
C 0.35 -1.55 1.03 0.8373
C 0.94 -1.16 2.26 0.0456
H 1.29 -0.13 2.39 0.2481
C 1.15 -2.08 3.29 -0.5482
H 1.54 -1.76 4.24 0.4391
C 0.86 -3.42 3.11 -0.6231
H 1.02 -4.17 3.91 0.3599
C 0.40 -3.83 1.85 -0.4861
H 0.27 -4.89 1.64 0.4412
C 0.04 -2.92 0.86 -0.8977
H -0.42 -3.25 -0.08 0.5530
H -0.60 -1.61 -3.01 -0.3342
Cl -1.81 -0.02 -1.19 -0.4978
N -3.27 0.62 4.81 -0.2732
C -4.19 1.45 4.28 0.4204
N -4.21 1.80 3.00 0.0421
C -5.14 2.81 2.78 -0.1097
C -5.96 3.05 3.87 -0.4974
S -5.48 2.14 5.23 -0.2326
C -5.03 3.62 1.63 0.0076
C -5.73 4.77 1.33 -0.4034
S -5.06 5.59 -0.03 -0.2228
C -3.87 4.31 -0.17 0.4805
N -4.00 3.35 0.74 -0.0101
N -2.90 4.28 -1.10 -0.2924
H -3.33 0.31 5.77 0.1880
H -2.49 0.26 4.26 0.1092
H -6.78 3.74 3.91 0.4069
H -6.54 5.15 1.93 0.3861
H -2.89 4.99 -1.81 0.2049
H -2.26 3.49 -1.20 0.0490
```